Here is a structure of composition C35H65Br32F7IO4PS in a non-equilibrium geometry from the Open Molecules 2025 dataset. Energies are from the ωB97M-V functional and the def2-TZVPD basis.

Structure (ORCA input):
```
! wB97M-V def2-TZVPD RIJCOSX def2/J DEFGRID3
* xyz 0 1
I 3.8650 2.5407 3.6664
Br -2.3532 -1.9934 -4.4747
Br 6.0751 9.3975 2.6562
Br 1.9793 2.6905 -0.1712
Br 6.7023 10.6063 6.0883
Br 1.3011 4.8872 8.6239
Br -14.3655 -6.7562 -8.8506
Br -2.5081 -5.3723 -0.1509
Br 6.2009 6.3681 8.7430
Br 5.7069 4.0817 -8.8387
Br -1.8268 -0.8442 -1.0036
Br 5.0911 -4.3543 -4.5656
Br -13.7042 -6.0366 -5.2896
Br -1.1875 -8.2951 5.1168
Br -9.4956 -10.1195 -8.2613
Br 0.4791 -5.5008 3.3665
Br -4.0794 -10.5428 -4.0572
Br 5.4948 2.5865 -4.6570
Br 6.9464 7.0995 12.2860
Br 3.0218 -0.8577 -0.8812
Br -1.1941 -6.9825 -2.9513
Br 2.0118 5.6489 12.1686
Br 3.6257 8.6933 6.8567
Br 0.0589 3.7631 -3.1385
Br -9.7357 -6.5513 -9.1878
Br 0.0609 7.9932 6.1684
Br 3.5450 0.2912 2.6003
Br 1.8997 -5.6932 -5.8540
Br 6.1532 3.2701 -1.0878
Br 1.9987 -5.6487 -1.6662
Br -6.5494 -8.0118 -5.1338
Br 8.9139 5.3592 -7.5252
Br -4.4492 -4.3599 -3.1176
S 0.7675 5.0508 4.6590
P 0.8291 2.3137 3.9504
F -5.1297 2.1587 4.2006
F -3.0202 0.8689 4.1948
F -2.1877 2.5525 5.4433
F -4.0824 4.0536 5.0102
F -1.4308 3.7935 2.6884
F -4.2691 3.6927 2.7806
F -2.2909 1.9078 1.8148
O 2.2005 1.2882 3.5999
O 1.3235 3.8831 3.5191
O -0.4541 1.6498 3.0785
O 0.7111 2.2805 5.4750
C -10.0124 -8.5792 -7.1830
C -4.6065 -8.0185 -5.3055
C -1.6240 2.4254 2.9796
C -4.3865 -4.8761 -0.3025
C -4.9928 -5.4177 -1.5734
C 0.1074 3.2108 -0.3276
C 8.2697 3.5262 -7.6869
C -0.7087 -1.8693 -3.4360
C -1.9309 -6.6303 4.4263
C 4.4399 -1.1375 1.5942
C -0.4986 2.6921 -1.6072
C 3.7035 -6.4212 -5.9830
C 7.4993 3.3278 -8.9686
C 0.6060 -7.7160 -3.0807
C 0.5892 6.2959 9.7667
C 4.4754 -6.1979 -4.7061
C 1.0634 9.6565 5.9998
C -15.1077 -5.3713 -7.6975
C -2.6817 2.2593 4.1616
C 2.4535 9.4049 5.4705
C 6.5803 8.3169 10.8085
C -0.9409 -2.2672 -1.9996
C -4.0603 3.0544 3.9988
C -4.0905 -9.3970 -5.6340
C 5.5044 7.7710 9.9037
C -1.3006 -6.2541 3.1089
C 1.3787 -7.4931 -1.8041
C 7.5461 9.1526 5.1021
C 5.8097 4.5071 -2.5544
C 7.7463 9.5193 3.6531
C 1.6539 6.8519 10.6772
C -10.8449 -7.6080 -7.9814
C -14.0583 -4.8154 -6.7674
C 4.6671 -0.7379 0.1568
C 4.7590 3.9650 -3.4914
H 6.2515 9.2443 11.2800
H 1.0725 -7.2598 -3.9547
H -11.6063 -8.0917 -8.5914
H 0.0708 4.2965 -0.2409
H 8.4189 8.8110 3.1671
H 1.0533 10.1346 6.9786
H -0.3831 2.7656 0.5367
H 9.1687 2.9080 -7.6792
H 3.8944 -6.4077 -3.8080
H 4.1692 -5.9637 -6.8551
H 2.4779 8.6979 4.6416
H 3.8252 -2.0308 1.7042
H -14.4099 -3.8957 -6.2974
H 6.7660 4.6971 -3.0407
H -0.2594 5.8716 10.3026
H -15.9568 -5.8128 -7.1768
H -9.0935 -8.1411 -6.7923
H 5.3839 -6.8022 -4.6957
H -0.0155 -2.5609 -3.9176
H 0.7981 -7.7005 -0.9056
H -6.0807 -5.3401 -1.5423
H 5.1426 8.5463 9.2264
H 3.9065 3.5230 -2.9755
H -1.8732 -5.4659 2.6198
H 3.5664 -7.4879 -6.1676
H 0.2321 7.0650 9.0797
H -1.7946 -5.8761 5.2006
H 7.3468 2.2653 -9.1641
H 8.5064 8.9951 5.5954
H 5.3596 -1.4270 -0.3293
H -3.0494 -9.3500 -5.9570
H 7.9755 3.7868 -9.8343
H -4.2038 -7.6167 -4.3762
H -1.1932 -7.0956 2.4252
H 0.0092 -2.4232 -1.4854
H 4.4050 4.7467 -4.1652
H -13.1042 -4.6253 -7.2583
H -4.3924 -7.3239 -6.1191
H -1.5568 -3.1600 -1.8932
H 5.3947 -1.2934 2.1025
H 2.6034 7.0235 10.1725
H -0.3363 -0.8515 -3.5494
H 6.9222 8.2698 5.2420
H -4.6794 -9.9082 -6.3948
H -1.5859 2.7799 -1.5807
H 5.4615 5.4240 -2.0765
H 2.9209 10.3404 5.1585
H 1.3181 7.7823 11.1382
H -2.9966 -6.8270 4.2997
H -11.3217 -6.8797 -7.3237
H -4.7132 -6.4503 -1.7813
H -10.5919 -8.9938 -6.3566
H -0.2280 1.6600 -1.8257
H 2.2859 -8.0994 -1.7931
H -0.1591 5.8085 3.9186
H -4.8694 -5.3162 0.5714
H -15.4668 -4.5978 -8.3779
H -4.4338 -3.7898 -0.2290
H 7.6819 3.3161 -6.7935
H 4.6607 7.3452 10.4452
H 7.5265 8.4902 10.2972
H 0.4663 -8.7829 -3.2639
H 8.1274 10.5302 3.5127
H 5.0380 0.2810 0.0448
H 0.4893 10.2634 5.2980
*
```

Computed properties:
HOMO level, eV: -8.03
Total energy, a.u.: -85778.17474
Kohn-Sham gap, eV: 6.4



Here is a cluster of 3 separate species, C35H65Cl2IN8O6P2S in total in a non-equilibrium geometry from the Open Molecules 2025 dataset. Energies are from the ωB97M-V functional and the def2-TZVPD basis.

Structure (ORCA input):
```
! wB97M-V def2-TZVPD RIJCOSX def2/J DEFGRID3
* xyz 0 1
I -3.2441 2.2300 -9.3172
Cl 1.0567 7.2784 -3.3783
Cl -5.4477 3.1719 -3.1253
S -2.0838 6.3216 -7.7907
P -0.0813 -4.3742 0.4301
P 4.1843 -6.0850 7.6057
O -1.0853 10.2641 -6.2657
O -1.4401 -4.8284 -0.0205
O -0.5514 2.4144 2.1395
O 4.8835 -6.9161 6.5700
O -0.2312 1.2210 0.3085
O -3.1247 0.1484 -7.2531
N 1.4704 -4.4343 1.2275
N 0.6879 -4.3475 -1.1244
N -2.8885 3.9565 -6.2655
N 2.7192 -6.9786 7.7673
N 3.9325 -4.6660 6.6434
N 3.9622 -5.1631 9.0725
N -0.4554 -2.7755 0.9499
N -1.9941 3.2275 -3.6593
C 1.4743 -6.4847 8.3243
C -3.5567 10.1222 -6.2377
C -5.5327 0.6039 -2.3375
C 1.0788 2.8669 -1.0095
C 1.3017 -4.7962 2.6591
C -1.5009 -2.6805 1.9643
C -0.9308 2.1267 1.0445
C -0.5646 5.1539 -3.6145
C -0.1159 6.2981 -4.2280
C -2.2592 10.0465 -7.0301
C 0.9944 3.6414 -2.3332
C -1.4869 5.9048 -6.1568
C -0.7678 9.2134 -5.3897
C -3.3065 2.8992 -5.6263
C -0.5753 6.7167 -5.5150
C 1.1725 -3.1181 -1.7180
C -4.5154 1.7048 -2.6004
C -4.3151 2.0323 -6.3662
C 4.6592 -3.8609 9.1626
C 0.4904 -1.6885 1.1306
C -3.5599 1.2286 -7.4113
C -1.5308 4.3497 -4.2891
C -2.1982 2.7555 0.4994
C -0.0401 8.0101 -6.0753
C 0.0859 -5.1928 -2.1492
C 4.4154 -5.9493 10.2504
C -0.1148 4.7087 -2.2539
C 2.4687 -5.3832 0.6864
C 4.8356 -4.4945 5.5111
C -3.4141 1.2995 -3.5957
C -1.9915 4.7025 -5.5619
C 2.8859 -8.3870 8.1181
C -2.8820 2.5255 -4.3141
C 2.6054 -4.2043 6.2922
C 0.1249 1.6857 -1.0048
H -2.2017 9.1299 -7.6218
H 0.8005 2.9650 -3.1686
H -0.7922 -4.7250 -2.6111
H 2.9966 -8.5338 9.2021
H 2.0220 -8.9677 7.7880
H 3.7621 -8.8114 7.6310
H 3.3284 -5.4239 1.3584
H -3.0251 2.1381 0.8533
H -2.2801 -3.4225 1.7958
H 0.5921 0.8456 -1.5187
H -4.9088 1.4099 -5.7058
H -1.6287 8.8174 -4.8420
H 3.8762 -6.8958 10.3169
H -0.1618 8.0720 -7.1514
H 0.2328 5.5342 -1.6386
H 2.2582 -4.7618 3.1790
H 5.4846 -6.1729 10.2071
H -3.7303 0.5244 -4.2875
H -4.3608 9.7012 -6.8467
H 0.6480 -4.0871 3.1711
H 0.8705 -5.7939 2.7794
H 0.8174 -5.3984 -2.9356
H 1.0277 8.0756 -5.8726
H -2.2892 10.8557 -7.7633
H -1.9783 -1.6984 1.9297
H -5.0819 -0.3881 -2.2997
H 2.0680 -6.3937 0.5773
H 1.9624 4.1223 -2.4836
H -6.2681 0.5954 -3.1452
H -2.2004 2.8548 -0.5835
H -3.5403 9.5479 -5.3109
H -2.3013 3.7448 0.9353
H -0.7921 1.8894 -1.5650
H -3.8510 11.1429 -5.9954
H 5.7244 -3.9409 8.9334
H 1.1625 -5.5411 7.8899
H 2.0893 2.5008 -0.8219
H -1.1073 -2.8276 2.9804
H -4.0604 1.9982 -1.6595
H -2.5619 0.9342 -3.0221
H 2.0420 -4.9607 5.7292
H 2.6572 -3.2975 5.6848
H -5.0108 2.6843 -6.8927
H 4.2069 -5.4086 11.1725
H 4.5352 -5.0980 4.6447
H 0.6738 -7.1920 8.0950
H 4.8527 -3.4442 5.2074
H 2.0442 -3.9037 7.1798
H -0.0939 9.6363 -4.6459
H 1.5024 -6.3668 9.4167
H -0.9445 4.2377 -1.7284
H -0.0490 -0.7509 1.2494
H 1.1365 -1.5368 0.2720
H 4.5527 -3.4644 10.1742
H 0.3746 -2.3757 -1.8571
H 0.8747 3.5834 -0.2075
H -6.1029 0.8090 -1.4332
H 4.2156 -3.1247 8.5013
H -0.2195 -6.1520 -1.7380
H 1.9797 -2.6854 -1.1225
H 5.8543 -4.7676 5.7749
H -0.9859 6.1292 -8.5448
H 1.1274 -1.8109 2.0189
H 1.6211 -3.3223 -2.6929
H 2.8508 -5.0549 -0.2741
*
```

Computed properties:
SMILES string: CCOCCc1c(Cl)c(CCCCOC(C)=O)c2nc(C[C@H](C)Cl)c(CC(=O)I)nc2c1S.CN(C)P(=O)(N(C)C)N(C)C.CN(C)P(=O)(N(C)C)N(C)C
HOMO level, eV: -8.28
Total energy, a.u.: -4561.05574
Kohn-Sham gap, eV: 7.4



Here is a cluster of 8 separate species, C35H66F3N12O8 in total in a non-equilibrium geometry from the Open Molecules 2025 dataset. Energies are from the ωB97M-V functional and the def2-TZVPD basis.

Structure (ORCA input):
```
! wB97M-V def2-TZVPD RIJCOSX def2/J DEFGRID3
* xyz 1 1
F 0.6435 0.1551 -2.8278
F -1.7130 -0.9548 -1.3317
F -2.4952 -0.6445 -3.3507
O -2.2579 4.2513 9.5099
O 2.4477 6.6969 3.7027
O -3.6838 -0.9102 -9.3111
O -4.3784 2.1316 0.8533
O -4.8593 -5.3054 -7.3237
O -0.5404 -3.5264 4.3672
O 6.0411 -1.8604 -0.0298
O 6.0758 2.5060 4.0644
N -0.6843 4.2635 7.8671
N -2.1124 1.6470 1.0994
N 3.1116 4.6996 2.8363
N 6.0736 -1.2266 -2.2128
N -0.5280 0.9374 2.7333
N -4.9682 -4.6678 -9.5072
N 5.9787 0.3535 3.3138
N -1.7874 1.2626 4.6628
N -2.0487 -1.1116 -7.7418
N -1.9398 2.1929 -0.1101
N 0.0622 1.9196 0.6693
N 0.1564 -5.1899 2.9809
C -0.8580 2.1339 -2.8563
C 2.1960 5.6191 3.2079
C -1.8133 3.8304 8.4641
C -2.5104 -1.0041 -9.0055
C 0.0838 5.3203 8.5058
C 1.4686 -4.5886 2.8061
C -0.1463 -6.4368 2.3005
C -0.1497 2.9118 -1.7049
C -0.2168 3.7081 6.6123
C -2.7087 -1.4827 4.5366
C 6.5585 1.5596 3.4648
C -2.6002 0.7746 5.5951
C -5.2442 -6.0172 -9.9687
C -5.2279 0.5115 -0.7401
C 6.2201 -2.1108 -1.2091
C 6.6218 -0.7304 2.5815
C -0.8517 1.4669 1.5736
C -3.4574 1.4015 1.6162
C -0.6157 0.6464 -2.7162
C 2.7248 3.4368 2.2537
C -0.6379 2.3483 -0.3944
C -3.0393 -0.5597 5.5499
C -1.8267 -0.9292 3.5377
C -3.0023 -1.1157 -6.6450
C -0.7388 -4.5725 3.7706
C -5.5410 1.3426 0.5409
C -1.5982 -0.2904 -2.4681
C -1.4454 0.4031 3.7235
C -0.6339 -1.2226 -7.4474
C -4.8012 -4.4522 -8.1905
C 4.5255 4.9875 3.0294
C -4.8783 -3.5851 -10.4711
C 4.6739 0.1232 3.9006
C 5.6725 0.1326 -1.8940
C 6.3045 -1.5895 -3.5989
H 3.9546 0.8301 3.4859
H -4.6650 -2.6433 -9.9629
H 3.0908 2.6226 2.8820
H -3.5773 -0.1880 -6.6592
H -5.8242 -3.4973 -11.0101
H 4.7893 5.8891 2.4734
H 4.7062 0.1199 -1.3863
H 2.0743 -5.2025 2.1448
H 0.4534 0.8901 2.9689
H 5.1294 4.1556 2.6867
H 0.9155 2.6663 -1.7861
H -0.3249 -0.3871 -6.8144
H 0.5535 -7.2085 2.6247
H 6.4065 0.5846 -1.2255
H 6.5974 -2.6344 -3.6756
H -5.3523 -6.0248 -11.0504
H -1.1598 -6.7599 2.5288
H -5.8701 -0.3683 -0.8229
H -0.8924 2.9307 6.2588
H -3.4995 1.8036 2.6413
H -1.7086 -1.0088 -9.7616
H 5.9919 -1.0280 1.7462
H -1.9475 2.2762 -2.8591
H -3.6919 -1.9502 -6.7643
H -0.0508 -1.2050 -8.3659
H 4.7193 5.1633 4.0864
H 0.7775 3.2781 6.7559
H 1.6415 3.3672 2.1741
H -2.4818 -1.2090 -5.6967
H -6.1625 -6.3826 -9.5070
H -4.5995 -3.3945 -7.9562
H 3.1610 3.3467 1.2554
H -3.0723 -2.5013 4.5101
H 5.5984 0.7220 -2.8045
H 1.9620 -4.4981 3.7743
H 1.1562 5.2934 3.0159
H -2.6212 2.4718 -0.7993
H -6.3770 2.0247 0.3687
H -0.1644 4.5022 5.8635
H 4.7230 0.2769 4.9800
H -4.1632 0.2321 -0.7422
H -3.6852 -0.9023 6.3591
H 7.5486 1.6213 2.9850
H -3.7137 0.3355 1.6949
H -0.0523 -6.2966 1.2221
H -0.2789 3.9926 -1.8034
H -2.3185 3.0282 7.8968
H -0.4418 -2.1610 -6.9229
H 6.7614 -1.5807 3.2536
H 5.3900 -1.4336 -4.1747
H 6.5268 -3.1111 -1.5532
H -2.9227 1.4322 6.3990
H -0.4732 2.4513 -3.8375
H -4.0759 -3.7972 -11.1820
H 0.3966 4.9965 9.4991
H 7.5910 -0.4141 2.2014
H 7.0998 -0.9668 -4.0121
H -1.6993 -5.1103 3.8374
H -4.4271 -6.6792 -9.6783
H 0.9596 5.5578 7.9070
H -5.8292 0.6769 1.3661
H 1.3608 -3.5898 2.3801
H 4.3475 -0.8930 3.6916
H -1.4723 -1.5132 2.6939
H -0.5371 6.2101 8.6140
H -5.3507 1.2011 -1.5870
*
```

Computed properties:
HOMO level, eV: -10.37
Total energy, a.u.: -2931.45312
Kohn-Sham gap, eV: 6.8
Relative energy (zero: lowest compared OMol25 entry of this formula, charge and spin), eV: 0.836